[1]
{"formula": "C3H7BClO7P", "method": "ωB97M-V/def2-TZVPD", "symbols": ["C", "O", "P", "O", "O", "C", "C", "O", "Cl", "O", "B", "O", "O", "H", "H", "H", "H", "H", "H", "H"], "coordinates": [[-2.28324, 1.26833, -0.44441], [-1.13060, 1.77692, -1.16141], [0.29798, 1.26243, -0.58155], [1.30303, 2.20133, -1.04838], [0.73464, -0.21087, -1.14048], [-0.20045, -1.26440, -0.85219], [0.41287, -2.56407, -1.45377], [-0.06807, -3.16861, -2.30330], [1.99369, -3.02928, -0.72326], [0.32171, 1.31823, 1.06334], [1.35791, 0.51587, 1.61992], [2.68700, 0.86561, 1.69070], [0.99391, -0.72518, 2.16080], [-2.03405, 0.80181, 0.52709], [-2.76831, 0.48536, -1.06435], [-3.03690, 2.05600, -0.25947], [-0.32278, -1.45419, 0.23790], [-1.21494, -1.09498, -1.25695], [2.81482, 1.52884, 2.38742], [0.14175, -0.56915, 2.60235]], "forces_ev_per_angstrom": [[-1.17, -0.66, -0.21], [0.31, -1.83, 2.18], [2.05, 3.03, -1.08], [0.27, -0.03, -0.41], [-2.08, 0.52, 1.55], [0.27, -1.28, 0.49], [0.98, 2.31, 2.20], [-1.25, -1.84, -2.18], [-0.53, 0.30, -0.10], [-0.52, -1.54, -1.47], [0.53, -1.03, 0.75], [-0.93, 0.34, 0.25], [-0.35, 1.36, 0.15], [0.07, 0.40, -0.42], [0.21, 0.51, 0.28], [0.71, -0.15, -0.24], [0.34, 0.31, -0.52], [0.72, -0.09, -0.32], [0.29, -0.04, -0.51], [0.05, -0.58, -0.37]], "nbo_charge": [-0.28, -0.76, 2.53, -1.08, -0.75, -0.20, 0.57, -0.46, -0.08, -1.00, 1.31, -0.91, -0.90, 0.19, 0.18, 0.21, 0.22, 0.21, 0.51, 0.49], "homo_lumo_gap_ev": 10.58}

***

[2]
{"formula": "C3H7Br", "method": "ωB97M-V/def2-TZVPD", "symbols": ["C", "C", "C", "Br", "H", "H", "H", "H", "H", "H", "H"], "coordinates": [[0.13636, -0.98852, -0.82120], [0.37367, -0.48166, 0.57948], [-0.42760, 1.19538, 0.55679], [-0.24752, 2.11677, -1.11086], [0.51661, -0.35547, -1.62225], [-0.91541, -1.00997, -0.84638], [0.54862, -1.91849, -0.86959], [-0.11419, -1.04957, 1.27239], [1.45920, -0.31561, 0.78952], [0.14045, 1.65071, 1.36807], [-1.47020, 1.15642, 0.70405]], "forces_ev_per_angstrom": [[0.01, 1.93, 0.97], [0.76, 5.48, -2.98], [3.01, -3.20, 0.81], [0.32, 0.26, 0.03], [0.06, -0.06, 0.26], [-1.44, -0.47, -0.87], [0.95, -2.84, -0.63], [-1.20, -1.31, 2.05], [-1.00, -0.04, 0.15], [-0.47, 0.61, -0.34], [-1.00, -0.35, 0.55]], "nbo_charge": [-0.62, -0.33, -0.47, 0.00, 0.22, 0.20, 0.20, 0.19, 0.19, 0.21, 0.20], "smiles": "CCCBr", "de_lowest_kcal_mol": 16.47, "homo_lumo_gap_ev": 10.74}

***

[3]
{"formula": "C3H7BrClP", "method": "ωB97M-V/def2-TZVPD", "symbols": ["C", "C", "C", "P", "Cl", "Br", "H", "H", "H", "H", "H", "H", "H"], "coordinates": [[1.51089, 0.51550, -0.46419], [0.76603, -0.27688, 0.59999], [-0.57565, -0.79081, 0.05824], [-1.98476, 0.04954, 0.88596], [-1.83398, 2.42018, -0.22423], [-3.59822, -0.76860, -0.31637], [0.89986, 1.34837, -0.80404], [2.44277, 0.90866, -0.06907], [1.73827, -0.12278, -1.31457], [1.38136, -1.11922, 0.92620], [0.59806, 0.36196, 1.47269], [-0.63754, -0.66780, -1.02654], [-0.70710, -1.85811, 0.27594]], "forces_ev_per_angstrom": [[-0.05, 0.05, 0.16], [0.08, 0.05, -0.09], [-0.07, 0.25, 0.02], [0.44, 2.04, -1.11], [0.00, -2.52, 1.06], [-0.26, -0.05, -0.11], [-0.01, 0.09, -0.07], [0.14, 0.06, 0.00], [0.05, -0.03, -0.13], [-0.10, 0.07, 0.08], [0.09, -0.05, 0.07], [-0.10, -0.05, 0.10], [-0.20, 0.09, 0.02]], "nbo_charge": [-0.61, -0.41, -0.81, 0.89, -0.48, -0.17, 0.23, 0.21, 0.20, 0.21, 0.21, 0.25, 0.25], "de_lowest_kcal_mol": 0.00, "homo_lumo_gap_ev": 8.57}

***

[4]
{"formula": "C3H7BrN", "method": "ωB97M-V/def2-TZVPD", "symbols": ["C", "C", "Br", "C", "N", "H", "H", "H", "H", "H", "H", "H"], "coordinates": [[0.54321, -1.99740, 0.17533], [0.66947, -0.69750, -0.04195], [2.41438, 0.29814, -0.08171], [-0.69552, 0.22885, -0.42446], [-0.44561, 1.47654, 0.21399], [1.40024, -2.61868, 0.39983], [-0.48539, -2.51182, 0.13901], [-0.66429, 0.47397, -1.41782], [-1.66465, -0.15462, -0.14393], [0.62787, 1.61858, 0.43426], [-0.88043, 1.60294, 1.18907], [-0.81928, 2.28098, -0.44161]], "forces_ev_per_angstrom": [[-0.96, -0.26, 0.01], [-2.14, 0.80, -0.84], [-1.85, -0.95, 0.09], [3.40, -2.59, 1.95], [0.00, 4.80, 2.07], [-0.05, -0.06, -0.05], [1.73, 1.01, 0.08], [0.02, -0.15, -2.73], [0.11, -0.59, 0.21], [-1.80, -0.17, -1.00], [0.42, -0.31, -1.80], [1.11, -1.54, 2.01]], "nbo_charge": [-0.37, -0.11, 0.10, -0.25, -0.72, 0.25, 0.25, 0.22, 0.25, 0.46, 0.46, 0.46], "smiles": "C=C(Br)C[NH3+]", "de_lowest_kcal_mol": 9.64, "homo_lumo_gap_ev": 10.34, "charge": 1}

***

[5]
{"formula": "C3H7BrN2", "method": "ωB97M-V/def2-TZVPD", "symbols": ["C", "C", "C", "N", "N", "Br", "H", "H", "H", "H", "H", "H", "H"], "coordinates": [[-1.09059, 1.69811, 0.31037], [1.54281, -0.57386, -1.04583], [-1.03609, 0.33533, 0.86617], [-0.66171, -2.06170, 0.78064], [-0.85271, -0.81998, 0.81288], [2.49090, -0.03160, 0.53007], [-1.02287, 1.64925, -0.77718], [-1.98712, 2.25772, 0.66715], [-0.21220, 2.02614, 0.72015], [1.32051, 0.41715, -1.52259], [0.70402, -1.22507, -0.67367], [2.30471, -1.07661, -1.70877], [-1.49966, -2.59489, 1.04060]], "forces_ev_per_angstrom": [[-2.23, -1.43, -0.31], [0.45, 0.16, -0.95], [0.03, -1.39, -0.14], [0.54, -0.44, 0.22], [-1.66, 0.85, 0.26], [0.47, 0.13, 0.71], [-0.18, 0.23, 0.03], [0.88, -0.39, -0.30], [2.17, 2.05, 0.73], [-0.47, -1.27, 0.28], [1.00, 0.72, -1.09], [-1.14, 0.23, 0.80], [0.14, 0.58, -0.22]], "nbo_charge": [-0.68, -0.68, 0.25, -0.63, -0.02, -0.03, 0.23, 0.25, 0.25, 0.21, 0.26, 0.23, 0.35], "de_lowest_kcal_mol": 35.38, "homo_lumo_gap_ev": 8.99}

***

[6]
{"formula": "C3H7BrN2S", "method": "ωB97M-V/def2-TZVPD", "symbols": ["C", "C", "N", "Br", "C", "N", "S", "H", "H", "H", "H", "H", "H", "H"], "coordinates": [[-0.33143, -1.98122, -0.13291], [0.22260, -0.51982, -0.52657], [-0.48386, 0.56655, -0.04555], [-2.30851, 0.45082, -0.20418], [0.12953, 1.82807, 0.15461], [-0.66931, 2.67075, 0.84410], [1.68010, 2.12742, -0.29858], [-1.13444, -2.48124, -0.67975], [0.54361, -2.64743, -0.40759], [-0.42596, -2.19013, 0.91730], [1.24882, -0.52113, -0.04420], [0.48727, -0.37013, -1.66872], [-1.50009, 2.32215, 1.16006], [-0.26159, 3.48421, 1.20084]], "forces_ev_per_angstrom": [[2.32, -0.26, -1.68], [2.49, -3.08, -1.75], [-0.18, 2.41, 1.12], [-0.52, 0.02, -0.09], [-0.99, -1.32, 0.41], [2.15, -0.17, -1.79], [0.10, 0.12, -0.02], [-0.32, 0.88, -0.03], [-0.72, 0.69, 0.19], [-0.33, 0.60, 0.59], [-1.20, 0.31, -0.47], [-0.79, -0.79, 1.89], [-2.41, -0.57, 1.19], [0.39, 1.18, 0.44]], "nbo_charge": [-0.64, -0.24, -0.53, 0.22, 0.26, -0.78, -0.19, 0.22, 0.22, 0.22, 0.24, 0.20, 0.39, 0.41], "smiles": "CCN(Br)C(N)=S", "de_lowest_kcal_mol": 2.31, "homo_lumo_gap_ev": 8.57}

***

[7]
{"formula": "C3H7BrO", "method": "ωB97M-V/def2-TZVPD", "symbols": ["C", "C", "C", "O", "Br", "H", "H", "H", "H", "H", "H", "H"], "coordinates": [[0.10162, -1.93021, 0.14579], [-0.72622, 2.11294, -0.28939], [1.08330, -0.89380, 0.49694], [-0.81013, 0.78754, -0.43938], [2.50364, -0.43509, -0.53608], [0.47439, -2.68107, -0.58820], [-0.43893, -2.40068, 0.99266], [-0.69800, -1.54107, -0.46630], [-1.51894, 2.62780, -0.95909], [0.27059, 2.39951, -0.53122], [-1.15567, 2.40029, 0.69891], [0.91435, -0.44616, 1.47535]], "forces_ev_per_angstrom": [[0.33, -1.45, -0.81], [-2.81, 0.48, 0.20], [-2.83, 0.88, -0.16], [0.97, -3.00, 0.25], [-0.08, -0.05, 0.18], [0.25, 0.16, 0.87], [0.77, 0.32, -0.24], [-0.50, 1.09, -0.21], [1.30, -0.41, 0.18], [0.90, 1.31, -0.01], [0.98, 0.44, 0.04], [0.72, 0.23, -0.29]], "nbo_charge": [-0.75, -0.24, -0.04, -0.69, 0.24, 0.24, 0.25, 0.32, 0.16, 0.15, 0.13, 0.23], "de_lowest_kcal_mol": 114.70, "homo_lumo_gap_ev": [5.90, 5.90]}

***

[8]
{"formula": "C3H7ClN2O", "method": "ωB97M-V/def2-TZVPD", "symbols": ["C", "C", "C", "N", "N", "O", "Cl", "H", "H", "H", "H", "H", "H", "H"], "coordinates": [[-0.04553, 1.99985, 0.56593], [1.27118, 1.42980, 0.43457], [0.66403, -1.75439, -0.48846], [-1.35876, -1.43033, -1.28049], [-0.43425, -1.19372, -0.42941], [0.07604, 0.79299, 1.31023], [1.01815, -3.14969, -1.48400], [-0.22605, 2.86684, 1.16029], [-0.81965, 1.73152, -0.15206], [1.86911, 1.65829, 1.29079], [1.60506, -1.61143, 0.09547], [-1.33330, -2.14204, -1.94922], [-2.15591, -0.87585, -1.38355], [0.05737, 0.01184, 0.68587]], "forces_ev_per_angstrom": [[-0.74, -0.15, -0.89], [1.08, -0.75, -1.16], [12.37, -5.85, -1.23], [-0.56, -0.11, -1.12], [-8.98, 5.66, 3.17], [0.06, -1.65, 1.81], [-0.53, -0.47, -0.13], [-0.46, 0.34, 0.61], [0.21, 1.02, -0.66], [0.73, 1.09, 0.28], [-1.64, 0.71, -0.32], [0.80, -1.58, -1.07], [-1.04, 1.39, 0.53], [-1.31, 0.34, 0.16]], "nbo_charge": [-0.14, -0.32, -0.07, -0.39, -0.42, -0.58, -0.07, 0.19, 0.16, 0.14, 0.23, 0.37, 0.38, 0.54], "spin_multiplicity": 3, "de_lowest_kcal_mol": 50.04, "homo_lumo_gap_ev": [5.90, 5.29]}